ORCA calculation (ωB97M-V with the def2-TZVPD basis set) on a structure of composition C31H61BBeN6OP2 at a distorted geometry.

Each line ends with the Löwdin charge.
Atoms and positions in Å:
Be1 0.378 -0.669 0.312  -0.02
C1 -0.935 2.601 -2.622  -0.10
C2 -2.282 2.807 -1.902  -0.70
C3 -3.360 1.994 -2.630  -0.10
C4 -2.639 4.295 -1.933  -0.07
P1 -2.001 2.017 -0.208  1.13
C5 -0.653 3.139 0.423  -0.29
N1 0.574 2.435 0.748  -0.01
B1 0.947 1.048 0.668  -0.42
N2 2.312 1.030 1.148  -0.03
C6 3.190 -0.102 1.312  -0.27
P2 2.226 -1.664 1.038  1.17
C7 3.232 -2.574 -0.266  -0.67
C8 4.643 -2.998 0.145  -0.07
C9 3.357 -1.586 -1.444  -0.09
C10 2.422 -3.800 -0.709  -0.09
C11 2.276 -2.472 2.740  -0.66
C12 3.653 -2.968 3.178  -0.07
C13 1.289 -3.649 2.752  -0.08
C14 1.795 -1.399 3.739  -0.08
C15 2.735 2.320 1.453  -0.17
C16 3.950 2.801 1.916  -0.01
C17 4.070 4.168 2.129  -0.08
C18 3.005 5.029 1.884  -0.08
C19 1.787 4.550 1.419  -0.01
C20 1.659 3.186 1.208  -0.17
C21 -3.444 2.429 0.967  -0.70
C22 -2.943 2.084 2.382  -0.11
C23 -3.991 3.856 0.980  -0.07
C24 -4.573 1.461 0.577  -0.12
H1 -1.091 2.656 -3.702  0.09
H2 -0.487 1.633 -2.376  0.05
H3 -0.214 3.375 -2.361  0.09
H4 -3.410 2.301 -3.678  0.09
H5 -4.348 2.159 -2.199  0.06
H6 -3.142 0.922 -2.593  0.06
H7 -2.378 4.701 -2.914  0.10
H8 -2.094 4.872 -1.186  0.08
H9 -3.705 4.461 -1.787  0.07
H10 -1.013 3.688 1.298  0.09
H11 -0.438 3.885 -0.345  0.08
H12 3.619 -0.111 2.317  0.09
H13 4.030 -0.055 0.613  0.10
H14 5.166 -2.212 0.691  0.08
H15 5.219 -3.212 -0.758  0.10
H16 4.641 -3.904 0.748  0.07
H17 4.186 -0.895 -1.298  0.09
H18 2.453 -0.995 -1.601  0.06
H19 3.566 -2.150 -2.356  0.09
H20 2.359 -4.549 0.081  0.07
H21 2.915 -4.276 -1.560  0.10
H22 1.408 -3.523 -1.006  0.05
H23 3.944 -3.876 2.653  0.08
H24 3.618 -3.202 4.244  0.10
H25 4.428 -2.215 3.029  0.09
H26 1.492 -4.364 1.956  0.07
H27 0.252 -3.313 2.651  0.05
H28 1.372 -4.184 3.700  0.10
H29 2.620 -0.782 4.091  0.09
H30 1.364 -1.887 4.616  0.10
H31 1.051 -0.717 3.314  0.06
H32 4.786 2.139 2.104  0.11
H33 5.007 4.569 2.490  0.11
H34 3.129 6.089 2.056  0.11
H35 0.969 5.233 1.227  0.11
H36 -2.397 2.918 2.820  0.09
H37 -2.256 1.228 2.393  0.04
H38 -3.793 1.880 3.043  0.09
H39 -3.191 4.595 1.027  0.08
H40 -4.625 3.998 1.860  0.10
H41 -4.600 4.062 0.102  0.08
H42 -4.172 0.451 0.418  0.04
H43 -5.036 1.756 -0.362  0.07
H44 -5.360 1.455 1.340  0.09
N3 -3.762 -1.413 2.745  0.21
C25 -2.914 -2.584 2.329  -0.11
C26 -1.960 -2.227 1.188  -0.21
N4 -1.033 -1.142 1.487  0.00
H45 -4.439 -1.690 3.458  0.18
H46 -4.272 -1.013 1.953  0.14
H47 -3.193 -0.653 3.128  0.14
H48 -3.578 -3.386 2.014  0.14
H49 -2.367 -2.919 3.210  0.14
H50 -2.519 -1.957 0.289  0.12
H51 -1.388 -3.126 0.953  0.12
H52 -0.547 -1.277 2.371  0.07
H53 -1.479 -0.225 1.484  0.03
N5 -0.156 -1.314 -1.165  0.20
C27 -0.108 -1.400 -2.324  -0.16
N6 -0.111 -1.584 -3.601  -0.04
C28 -0.746 -0.634 -4.534  -0.08
C29 -1.409 -1.425 -5.654  -0.17
O1 -0.480 -2.283 -6.278  -0.10
C30 0.019 -3.247 -5.378  -0.17
C31 0.775 -2.582 -4.234  -0.08
H54 0.024 0.020 -4.951  0.14
H55 -1.479 -0.035 -3.999  0.11
H56 -1.780 -0.742 -6.415  0.14
H57 -2.251 -2.003 -5.250  0.14
H58 0.694 -3.890 -5.940  0.14
H59 -0.801 -3.854 -4.973  0.14
H60 1.657 -2.068 -4.624  0.14
H61 1.079 -3.321 -3.495  0.12

The calculation puts the molecular weight at 615.642 g/mol. Its spin multiplicity is 1. The HOMO energy is -11.81 eV. As for the energy relative to the best compared isomer or geometry (same formula, charge and spin): 0.0 kcal per mole. As for the net charge: +2. As for the strongest force on any atom: 0.0202 Eh/bohr. Its electronic energy is -2343.52110 Ha.